5 unconnected molecules or ions with the total composition C39H88BN3O22P4S2 in a non-equilibrium geometry, computed with the ωB97M-V functional and the def2-TZVPD basis.

```
! wB97M-V def2-TZVPD RIJCOSX def2/J DEFGRID3
* xyz 0 1
S -5.5641 1.8802 -3.6105
S -8.5046 2.6776 -3.8610
P -1.5531 -1.3866 3.8186
P 5.0366 -1.7790 -2.8640
P -9.0904 0.4615 5.4622
P 9.9603 -5.4558 0.7814
O 11.3512 -4.4909 0.4245
O -0.8895 -2.9756 3.9853
O -3.0183 -2.1566 3.7785
O -1.4503 -1.2077 5.4724
O -9.8916 1.7999 6.2104
O -0.3283 6.0674 -7.7288
O 5.8660 -2.3362 -1.5439
O 4.3475 -0.6176 -2.1066
O -2.4460 4.0837 -2.0893
O 5.8065 -3.0767 -3.7103
O -0.7151 3.2050 -3.5075
O 10.8126 -6.8027 0.2947
O 9.4279 -4.9885 -0.7150
O 8.7154 -6.3194 1.1008
O -8.3734 -0.7364 4.7926
O -2.8936 0.2379 -0.1787
O -7.6307 1.1926 5.7972
O -2.4718 6.4509 -6.7128
O -9.4030 1.2514 4.0412
O -2.1471 0.0355 3.6694
O -6.5949 7.3232 -2.9790
O 6.2152 -0.7506 -3.4392
N -6.6702 4.6901 -3.3302
N -2.5038 1.6527 -2.2771
N -0.5158 1.1328 -0.5005
C -2.5848 0.6755 -3.4230
C 10.4557 -8.1006 0.7738
C 12.6486 -5.0140 0.7185
C 6.3704 -2.8225 -4.9990
C -11.8290 1.1288 4.0245
C -0.2293 2.3930 0.2832
C -9.3116 2.3876 7.3772
C -2.9401 1.3216 -4.8836
C -6.1390 4.9993 -1.9484
C -4.2973 2.2350 -4.9412
C -0.3743 6.9163 -5.1393
C 5.9651 0.6519 -3.5487
C -5.7554 6.6274 -1.9482
C -6.0703 7.0047 -4.3426
C -10.5311 0.8254 3.2989
C -8.3547 3.5423 7.0576
C -5.8335 5.3506 -4.4031
C -6.8807 3.2119 -3.5676
C -1.3764 0.0930 6.0591
C 9.1453 -2.6070 -0.3288
C 0.1386 -3.1966 4.9535
C 7.8440 -2.4029 -4.9393
C -6.4359 0.4159 5.9001
C -0.4274 5.7802 -3.9435
C -0.9315 4.3041 -4.4678
C 5.1619 -3.1709 -0.6426
C -0.4050 -3.6195 6.3233
C 9.4777 -8.7768 -0.1763
C -1.8870 2.9760 -2.6503
C 6.4048 1.3790 -2.2860
C 0.5195 0.8409 -1.5609
C -1.1280 6.4802 -6.5281
C -2.7818 -3.3882 1.6981
C -5.7218 0.3431 4.5581
C -3.5916 -2.3901 2.5050
C 13.2682 -5.7820 -0.4549
C 4.8046 -4.5043 -1.2731
C 8.5087 -3.9128 -0.7677
C -2.7647 0.6039 6.4165
B -1.9388 1.0525 -1.0088
H -5.9768 4.9111 -5.4783
H 12.6084 -5.6280 1.6222
H -3.6918 -1.4427 1.9669
H -6.8539 7.2390 -5.1985
H 11.3710 -8.7008 0.8382
H -0.6908 2.2182 1.3699
H 9.0590 -9.6807 0.2750
H -3.1285 0.3994 -5.6184
H 4.9134 0.8463 -3.7904
H -3.1598 0.0387 7.2658
H 12.7018 -6.6524 -0.7771
H 8.1731 -3.8215 -1.8054
H 6.0463 2.4122 -2.2873
H -11.8982 0.5621 4.9594
H -11.8880 2.1907 4.2863
H 5.7656 -2.0849 -5.5331
H -3.4786 -0.0720 -3.1621
H -5.0294 7.5533 -4.5437
H -3.4790 0.9508 0.2478
H -6.3919 0.0982 3.7367
H 0.9325 2.5805 0.4829
H -12.6900 0.8682 3.4047
H -7.4968 3.2654 6.4496
H 9.4426 -2.6495 0.7247
H 8.0326 -1.4865 -4.3854
H -10.4463 -0.2434 3.0809
H -8.8697 4.3288 6.4983
H 0.7755 -2.3114 5.0315
H 7.6333 -4.1460 -0.1542
H 0.7363 7.2321 -5.4051
H -7.9573 3.9659 7.9829
H -6.6478 -0.5797 6.3080
H -0.3887 5.0525 -7.8298
H 9.9922 -9.0547 -1.1010
H -0.7725 0.0185 6.9713
H 1.3417 1.7018 -1.4713
H -4.8243 1.9947 -5.9851
H 4.1085 -4.3701 -2.1081
H 10.0657 -8.0486 1.7973
H 0.1326 0.8856 -2.6644
H -1.9999 1.8854 -5.3563
H -8.8226 1.6178 7.9802
H -3.9726 3.3576 -5.0012
H -2.0826 4.3905 -4.6675
H -4.9178 -0.3978 4.5849
H -0.9981 -4.5348 6.2391
H 0.7568 -4.0126 4.5746
H 5.6977 -4.9956 -1.6740
H -3.2795 -3.6180 0.7532
H 13.2914 -4.1580 0.9323
H 4.2653 -2.6548 -0.2864
H 8.2281 -2.2414 -5.9493
H 8.6582 -8.1251 -0.4719
H 14.2636 -6.1412 -0.1830
H 1.0914 -0.1584 -1.3008
H 13.3498 -5.1412 -1.3377
H -1.0583 -2.8906 6.7968
H -0.9132 7.9142 -4.7674
H 5.8130 -3.3410 0.2204
H -5.1873 4.3691 -1.6881
H 0.4215 -3.7938 7.0163
H -2.6400 -4.3175 2.2603
H -6.9562 4.8775 -1.0946
H -5.7799 0.9003 6.6331
H -0.8373 0.7893 5.4057
H -5.8901 7.1252 -0.8958
H -0.7583 3.3573 -0.1292
H 6.0576 0.8926 -1.3769
H 4.3345 -5.1657 -0.5417
H -0.3885 4.0032 -5.4778
H -1.6390 -0.0089 -3.5650
H -5.2895 1.3184 4.3155
H -2.7316 1.6629 6.6873
H -4.6333 6.8094 -2.3091
H -10.5151 1.3619 2.3452
H -1.7853 -2.9937 1.4713
H 6.3136 -3.7589 -5.5571
H 8.4464 -3.1726 -4.4480
H 10.0502 -2.4017 -0.9108
H -4.6876 5.2093 -4.1006
H -1.2679 6.1575 -3.1843
H -10.1355 2.7923 7.9679
H -4.5979 -2.7879 2.6687
H -3.4823 0.4747 5.6089
H 8.4484 -1.7749 -0.4519
H 6.5381 1.0318 -4.4029
H 0.5767 5.6437 -3.3582
H 7.4971 1.3887 -2.2259
*
```

Calculated values
Kohn-Sham gap (hartree): 0.227
Calculated total energy (eV): -150872.2699
Molar mass (g mol⁻¹): 1149.97

=====

6 unconnected molecules or ions with the total composition C39H88F6N5O2P in a non-equilibrium geometry, computed with the ωB97M-V functional and the def2-TZVPD basis.

```
! wB97M-V def2-TZVPD RIJCOSX def2/J DEFGRID3
* xyz 4 1
P 0.7878 1.0982 0.7410
F 0.2908 -0.3978 0.3207
F 1.8526 1.0818 -0.4188
F -0.2279 1.8405 -0.3148
F -0.3777 1.0989 1.8915
F 1.7783 0.3598 1.8334
F 1.3679 2.6224 1.0798
O 4.8649 1.0106 1.2514
O 0.8748 -3.1921 5.0179
N 1.3465 -2.2822 2.6996
N 7.8582 -2.6644 -0.0510
N -1.8848 3.3783 -3.9964
N -8.6024 -0.6610 2.9484
N 3.9588 3.0788 0.4653
C -2.1164 3.8383 -2.5319
C -9.2736 -0.5977 5.3536
C -5.2078 0.8447 1.7238
C -10.1971 0.3343 4.6201
C 7.1822 -3.7954 0.7296
C -8.6874 -2.0713 2.2631
C -9.2307 -3.3934 0.0867
C -1.2015 5.2735 -0.6416
C 6.3006 2.7933 1.6639
C 7.3606 -2.4652 -1.4473
C -1.9600 4.5066 -5.0327
C -0.7249 -1.6747 4.0965
C 0.1729 -1.2625 -3.0655
C 5.8423 -2.1610 -1.4090
C -4.1816 3.6735 -4.9683
C -10.0432 -0.0508 3.1282
C 8.9763 -0.5443 0.1654
C -6.1018 -0.2687 2.1878
C 7.8346 -1.3135 0.7473
C 6.9003 -5.0255 -0.0638
C -0.9452 1.0287 -3.4150
C -8.1177 -0.8200 4.4175
C 2.9027 -2.0521 3.0572
C 6.3883 -6.1914 0.7811
C 4.1514 3.3066 -1.0800
C -9.1421 -2.0031 0.7902
C -3.8368 0.2461 1.2580
C 10.1368 -1.5168 -0.2229
C -0.9884 4.7115 -2.0856
C -0.7428 2.3499 -4.1233
C 0.3288 0.2457 -3.3728
C 9.4351 -2.8473 -0.1873
C 5.0685 2.1989 1.0636
C 0.5366 -2.4625 4.0617
C -7.5697 0.2650 2.2424
C -3.1768 2.6819 -4.3531
C -3.2145 4.3627 -5.9698
C 4.0330 -0.6853 -2.2646
C 5.5143 -1.1147 -2.5062
H -0.3502 -1.7845 -3.8667
H 7.9857 -1.6958 -1.9005
H -3.5176 2.0687 -3.5188
H 6.2211 -0.2851 -2.4927
H -11.2477 0.0894 4.7762
H 3.5220 -2.1854 2.1702
H -5.9328 -1.1308 1.5426
H -1.5033 0.4226 -4.1286
H -1.2003 -1.5016 5.0619
H -2.9447 2.0456 -5.2071
H -9.2369 -2.7813 2.8813
H 7.1253 -6.6551 1.4368
H 6.9431 2.0404 2.1204
H 3.2197 -2.7130 3.8639
H 8.5026 0.1014 -0.5740
H 3.3075 3.6600 -1.6725
H -5.7447 -0.5280 3.1845
H 3.7159 -0.5600 -3.3000
H -1.1014 4.4754 0.0940
H -2.9098 4.5842 -2.4846
H -5.0634 3.1737 -5.3693
H 5.4958 -1.8008 -0.4404
H 9.3686 0.1409 0.9168
H 4.9776 4.0164 -1.0397
H 6.2395 -3.4452 1.1500
H 6.8388 -0.8702 0.7460
H -3.2988 -0.3479 1.9968
H 10.7016 -1.4518 -1.1529
H 1.2760 -3.1412 2.1732
H -7.9349 0.3732 1.2211
H -8.9012 -0.1059 6.2522
H 3.8254 3.8837 1.0605
H -7.5842 -1.7550 4.5880
H 0.8693 0.7268 -2.5576
H 6.0384 3.5770 2.3747
H -0.0408 4.1825 -1.9837
H -4.5979 4.3396 -4.2125
H -10.2790 -3.6904 0.1191
H -1.4746 0.9972 -2.4627
H -2.2009 3.0535 -1.7802
H -3.9178 -0.4160 0.3960
H -0.8186 5.5676 -2.7385
H 5.5299 -5.9998 1.4249
H 9.6591 -3.5272 0.6346
H -1.0414 4.4578 -5.6175
H -7.7433 1.2476 2.6811
H -0.5360 2.0247 -5.1429
H -9.8989 1.3733 4.7605
H 0.9737 0.3408 -4.2464
H 9.5266 -3.5444 -1.0202
H -7.3566 -0.0892 4.6908
H 10.9254 -1.6828 0.5110
H 3.9851 0.3050 -1.8118
H 6.2099 -4.9395 -0.9028
H -10.1794 0.8103 2.4739
H 7.8298 -5.2471 -0.5882
H 8.1864 -1.5844 1.7427
H -8.3482 -1.6426 0.1360
H 4.5058 2.3578 -1.4829
H -7.7567 -2.6384 2.2489
H -3.2166 1.1084 1.0133
H -10.1038 -1.4910 0.7572
H -5.7022 1.4301 0.9486
H 1.0706 -1.7603 -2.6987
H -2.6946 3.8317 -6.7672
H -1.5080 -1.9465 3.3887
H -10.7474 -0.8095 2.7866
H -2.2145 5.6523 -0.5058
H 3.3344 -1.4185 -1.8616
H 3.1206 -1.0542 3.4378
H -1.9234 5.4159 -4.4328
H -0.4703 -1.3852 -2.1941
H 0.9132 -1.6381 2.0535
H 0.0981 2.8319 -3.6246
H -5.0271 1.5570 2.5288
H 7.8242 -4.0335 1.5778
H 3.0967 2.5722 0.6072
H 7.5960 -3.3885 -1.9766
H 6.8715 3.1250 0.7967
H -9.8023 -1.5420 5.4838
H -3.6866 5.2676 -6.3523
H -8.6796 -4.0512 0.7588
H 5.2342 -3.0322 -1.6528
H 5.6156 -1.6548 -3.4476
H -0.5437 6.0586 -0.2687
H -8.9781 -3.4301 -0.9730
H -0.6389 -0.6880 3.6413
H 6.0251 -6.9393 0.0764
*
```

Calculated values
Kohn-Sham gap (hartree): 0.362
Calculated total energy (eV): -78978.3082
Molar mass (g mol⁻¹): 804.13

=====

7 unconnected molecules or ions with the total composition C39H88N4O7 in a non-equilibrium geometry, computed with the ωB97M-V functional and the def2-TZVPD basis.

```
! wB97M-V def2-TZVPD RIJCOSX def2/J DEFGRID3
* xyz 1 2
O 3.3107 1.9660 -0.9341
O 4.1752 1.5390 6.9106
O 2.0599 3.8206 -4.3400
O 0.3922 1.1183 -1.4512
O -2.7988 -3.6338 3.4858
O 3.8519 -1.0102 -6.5955
O -2.0905 0.9609 -2.7708
N 3.9691 1.2969 5.5528
N -2.6535 -2.3166 4.0462
N 2.5574 -1.1054 -6.1717
N -3.2688 1.0190 -2.0459
C -4.8025 -0.1548 -3.7332
C -0.2260 -2.6879 4.3205
C 5.7151 -0.6180 5.4625
C 3.0876 -0.2278 -3.8909
C 0.3172 1.5954 -0.1173
C 1.8953 -3.1482 -7.5755
C 2.9101 1.9459 3.4074
C -1.7318 0.3765 4.5930
C -2.0838 -1.1942 1.8838
C -3.7992 2.3724 -1.7159
C -6.0652 1.1874 -1.1689
C -4.1968 3.1471 -2.9892
C 3.2943 3.6188 5.1495
C -3.0276 -1.2285 3.1075
C 3.0469 0.4293 2.8813
C -4.4455 -1.4434 2.5569
C 1.6686 -1.7073 -7.2003
C 2.3563 -1.3090 -4.6945
C 2.7720 -2.7445 -4.3123
C 4.3954 -0.0807 3.5100
C 4.3163 -0.0946 5.0954
C 0.1776 -1.5730 -6.7071
C 1.4891 1.8416 5.5209
C 0.9248 3.0933 -3.8052
C -2.7103 3.1410 -0.8775
C 3.3671 -1.1514 5.6130
C 4.1688 0.9562 -0.5233
C -1.7858 -3.1825 6.1966
C -1.4248 -0.8074 5.5355
C 0.8165 -1.1070 -4.3630
C -4.1678 -0.1608 -2.3150
C 2.8940 2.1584 4.9286
C -3.5700 -1.5080 -2.0722
C -5.3901 -0.1740 -1.3368
C -1.5361 -2.2356 4.9902
C -3.0539 0.1699 3.8008
C 1.6982 -0.8355 -8.4115
C -0.0929 -1.9887 -5.2433
C -5.0104 2.1694 -0.7530
H -0.0811 -0.5143 -6.7252
H 0.6959 -2.6399 4.9000
H -2.5472 2.7031 0.1073
H 3.7084 2.5476 2.9730
H 4.3624 -1.1098 3.1523
H -3.0883 4.1356 -0.6412
H 5.6808 -0.5001 6.5456
H 3.6237 0.0132 -0.4822
H -0.6440 1.4273 0.3685
H 0.4447 2.6746 -0.2025
H 2.1152 3.7417 -5.2951
H -1.9810 -2.1095 1.3010
H -5.1079 -0.5291 -0.3457
H -2.7900 -3.0356 6.5943
H 2.7295 -0.2216 -2.8615
H 1.2283 0.1410 -8.2941
H 0.8940 2.0313 -4.0485
H -4.7543 -0.5882 1.9557
H -3.9827 4.1895 -2.7535
H -5.2536 -1.6732 3.2513
H -4.6893 1.9409 0.2633
H 1.1791 0.8362 5.2359
H -5.4615 -1.0041 -3.9137
H -1.0552 -0.9462 2.1459
H -4.4596 -2.3184 1.9072
H -3.5102 2.8666 -3.7880
H 0.7082 2.4543 5.0704
H 4.6417 1.1656 0.4362
H -1.7864 3.2279 -1.4493
H -5.2240 2.9772 -3.3122
H -0.4937 -2.0745 -7.4042
H -0.4063 -0.6646 5.8966
H 5.2979 0.4013 3.1341
H -0.2720 -3.7527 4.0920
H 2.9820 3.9405 6.1430
H 2.8032 0.7571 -4.2612
H -3.7634 0.2292 4.6261
H 2.3016 -0.9259 5.5691
H -5.3739 0.7609 -3.8846
H 3.2143 0.3793 1.8054
H 3.4309 -1.3495 6.6829
H -2.8656 -1.4402 -1.2432
H -4.1071 -2.4022 -1.7561
H 4.9341 0.9453 -1.2994
H 3.7449 -3.0124 -4.7244
H 3.6721 -2.0753 5.1216
H 0.8123 3.2503 -2.7324
H 0.4936 -0.0793 -4.5294
H 1.7070 -3.8605 -6.7723
H 0.0175 3.5366 -4.2155
H 2.0403 -3.5201 -4.5387
H -0.0741 -2.2280 3.3440
H 0.1617 -3.0455 -5.1635
H -0.9437 0.6822 3.9048
H 5.7895 -1.6928 5.2976
H -6.6819 1.4827 -2.0178
H -5.5394 3.1223 -0.7642
H -1.0358 -3.0625 6.9784
H -4.1074 -0.2773 -4.5639
H 2.7786 -2.7582 -3.2224
H 3.7180 2.8070 -1.1543
H 1.1070 -1.3062 -9.1970
H 6.5656 -0.0002 5.1743
H 2.7248 4.3301 4.5513
H 4.2302 -1.8811 -6.7371
H -1.4028 0.8092 -2.1184
H 0.6136 -1.4076 -3.3351
H -3.1530 1.0248 3.1319
H -3.7164 -3.7576 3.7393
H 2.6345 -0.4681 -8.8315
H -6.1398 -0.8818 -1.6904
H 2.2332 -0.2071 3.2292
H 2.9241 -3.2720 -7.9137
H 1.4468 1.8911 6.6089
H 0.9762 1.0430 0.5524
H -1.8962 1.1008 5.3907
H -2.0314 -0.7669 6.4402
H 4.3390 3.9095 5.0388
H -1.1517 -1.9664 -4.9855
H 1.3122 -3.4236 -8.4544
H -6.8898 1.1066 -0.4607
H -1.7879 -4.2395 5.9307
H 4.1692 -0.3365 -3.9706
H 1.9248 2.2395 3.0455
H -2.3373 -0.3959 1.1862
H -3.0125 -1.8932 -2.9260
H 3.4596 1.0505 7.3239
H 1.3318 1.2473 -1.6000
*
```

Calculated values
Kohn-Sham gap (alpha / beta) (hartree): 0.284 / 0.123
Calculated total energy (eV): -62147.2279
Molar mass (g mol⁻¹): 725.15

=====

Question: Among the records above, which one has the lowest molar mass?
Answer: C39H88N4O7

=====

Question: calculated total energy of number 2 (C39H88F6N5O2P)?
Answer: -78978.3082 eV

=====

Question: Which value of calculated total energy does entry 1 give?
Answer: -150872.2699 eV